Entry 1:
{"formula": "C3H19NO7", "method": "ωB97M-V/def2-TZVPD", "species": ["C", "C", "O", "N", "C", "O", "H", "H", "H", "H", "H", "H", "H", "H", "H", "H", "H", "O", "H", "H", "O", "H", "H", "O", "H", "H", "O", "H", "H", "O"], "positions_angstrom": [[0.4917, -1.7852, -0.3095], [1.5580, -2.1456, 0.7738], [1.1310, -3.0240, 1.7980], [0.5084, -0.3524, -0.4012], [0.1726, 0.3193, -1.7165], [-1.1264, 0.7425, -1.6852], [0.7892, -2.2840, -1.2325], [-0.5024, -2.1846, -0.0570], [1.9191, -1.2178, 1.2543], [2.3891, -2.6962, 0.3259], [0.2113, -2.8473, 1.9989], [-0.1725, -0.0206, 0.3060], [0.8592, 1.1631, -1.8052], [0.3133, -0.4378, -2.4934], [-1.1049, 1.7010, -1.3613], [0.3497, 1.4560, 2.5546], [-0.8141, 1.4218, 1.4729], [0.0743, 1.7614, 1.6662], [2.9984, 2.2395, 0.2654], [2.1463, 1.1969, -0.4789], [2.6877, 1.9897, -0.6107], [-2.6419, 0.0765, 0.7515], [-2.4505, -0.4704, 2.2563], [-2.1005, 0.0924, 1.5460], [0.6396, 3.0711, -0.9504], [-0.3365, 3.0763, 0.1078], [-0.3318, 3.1404, -0.8607], [-1.8268, -1.0168, -1.1354], [-3.2550, -1.5741, -1.3213], [-2.5756, -1.3909, -0.6583]], "forces_ev_per_a": [[1.6, -0.9, -0.1], [0.1, -0.5, 1.3], [-0.3, 0.2, -0.6], [-3.2, -1.1, -0.7], [0.9, 0.5, -0.3], [0.2, 0.3, 0.7], [-0.1, 0.4, -0.2], [0.0, 0.4, 0.3], [0.1, -0.2, -0.4], [0.0, 0.5, -0.3], [-0.2, 0.0, 0.3], [0.9, 0.6, 0.4], [0.0, -0.2, -0.5], [0.2, 0.1, 0.1], [0.1, -0.3, -0.4], [-0.6, 0.3, -0.7], [-0.1, -0.2, 1.0], [0.7, 0.0, 0.0], [0.0, 0.0, 0.1], [0.6, 0.3, 0.4], [-0.5, -0.2, -0.2], [-0.6, -0.7, 0.1], [-0.2, 0.3, -0.7], [0.8, 0.3, 0.5], [-0.2, 0.3, -0.6], [-0.5, 0.3, 0.2], [0.8, -0.5, 0.5], [-0.7, 0.2, -0.3], [0.1, 0.0, 0.0], [-0.2, -0.4, 0.0]], "mulliken_spin": [0.029, 0.062, 0.009, 0.700, -0.010, 0.123, 0.001, 0.038, 0.003, 0.010, 0.003, 0.002, 0.013, 0.006, -0.007, 0.000, 0.000, 0.003, 0.000, 0.008, 0.008, 0.000, 0.000, 0.000, 0.000, 0.000, 0.000, -0.001, 0.000, 0.002], "multiplicity": 2, "fmax_ev_per_a": 3.4, "s2": 0.755, "energy_ev": -19232.7365, "homo_ev": [-14.59, -14.56], "total_charge": 1}

---

Entry 2:
{"formula": "C3H2", "method": "ωB97M-V/def2-TZVPD", "species": ["C", "C", "C", "H", "H"], "positions_angstrom": [[-0.1397, 0.2973, 0.8128], [0.3652, 0.1770, 1.9731], [-0.1230, -0.0600, -0.4309], [0.8569, 0.0592, -1.2322], [-0.9595, -0.4735, -1.1227]], "forces_ev_per_a": [[0.4, 0.0, 0.5], [-0.1, 0.1, 0.8], [1.1, -0.6, -6.0], [-2.4, -0.1, 2.8], [1.0, 0.6, 1.9]], "lowdin_charge": [-0.327, 0.108, -0.016, 0.146, 0.089], "de_lowest_kcal_mol": 14.03, "multiplicity": 1, "fmax_ev_per_a": 6.1, "energy_ev": -3137.4071, "homo_ev": -10.11}

---

Entry 3:
{"formula": "C3H2", "method": "ωB97M-V/def2-TZVPD", "species": ["C", "C", "C", "H", "H"], "positions_angstrom": [[1.1097, 0.0288, -0.3398], [2.2326, -0.5341, -0.2259], [0.2476, 0.9208, -0.5000], [-2.1844, -0.3243, 0.5434], [-1.4055, -0.0912, 0.5222]], "forces_ev_per_a": [[0.4, -1.1, 0.2], [1.5, -0.8, 0.2], [-1.6, 2.0, -0.4], [1.9, 0.5, 0.0], [-2.2, -0.6, 0.1]], "lowdin_charge": [-0.362, 0.192, 0.131, 0.063, -0.025], "de_lowest_kcal_mol": 72.37, "multiplicity": 1, "fmax_ev_per_a": 2.6, "energy_ev": -3134.8770, "homo_ev": -11.94}

---

Entry 4:
{"formula": "C3H21NO7", "method": "ωB97M-V/def2-TZVPD", "species": ["C", "C", "C", "N", "H", "H", "H", "H", "H", "H", "H", "H", "H", "O", "H", "H", "O", "H", "H", "O", "H", "H", "O", "H", "H", "O", "H", "H", "O", "H", "H", "O"], "positions_angstrom": [[-0.5881, -2.7813, 0.8372], [-0.5704, -1.2996, 1.1334], [0.5292, -0.5325, 1.2962], [0.4509, 0.7805, 1.6454], [0.4382, -3.1292, 1.1388], [-1.1968, -3.1852, 1.6910], [-0.6786, -3.0832, -0.2060], [-1.5450, -0.7584, 1.0808], [1.4861, -1.1097, 1.1964], [1.2057, 1.4311, 1.5072], [-0.4881, 1.1745, 1.6847], [-0.2627, -0.5572, 3.7614], [-0.3375, -2.0032, 3.9614], [-0.0597, -1.2167, 4.4348], [1.4173, 2.1440, -2.7401], [0.9533, 1.2982, -1.5258], [1.0725, 2.2062, -1.8412], [3.6394, -2.1242, 1.4123], [3.4242, -1.8062, -0.0234], [3.3845, -2.5595, 0.5873], [0.3656, -1.0950, -1.1840], [0.0333, -0.3705, -2.4159], [0.8228, -0.6312, -1.8918], [-0.9889, 3.7543, -0.3518], [0.1712, 3.1965, 0.4873], [-0.7867, 3.3370, 0.4882], [-1.6821, 2.7523, -3.2038], [-2.1947, 2.2319, -1.8849], [-2.4393, 2.2838, -2.8227], [-2.6603, -0.7233, -2.9129], [-1.8617, 0.5198, -2.9051], [-1.7851, -0.4161, -2.6585]], "forces_ev_per_a": [[2.0, 0.4, 2.6], [-0.5, 1.1, -1.2], [-0.3, -2.4, -0.4], [-0.1, 0.9, 0.5], [-0.7, 0.1, -0.4], [-0.2, -0.5, -1.7], [-1.0, -0.2, 0.3], [0.6, -0.5, 0.2], [-0.6, 1.2, 0.3], [0.0, -0.3, 0.0], [0.6, 0.0, -0.2], [0.2, 0.3, 0.1], [0.1, -0.4, 0.1], [-0.2, 0.1, -0.2], [0.0, -0.2, 0.3], [0.2, -0.4, -0.3], [-0.3, 0.6, 0.0], [0.0, -0.4, 0.1], [-0.1, -0.4, -0.2], [0.1, 0.8, 0.1], [0.1, -0.2, 0.5], [0.6, -0.5, 0.0], [-0.5, 0.5, -0.4], [0.2, 0.1, -0.1], [-0.3, 0.1, -0.4], [0.1, -0.1, 0.3], [-0.2, 0.0, -0.1], [-0.2, 0.0, -0.1], [0.6, 0.2, 0.3], [0.0, -0.5, 0.1], [0.0, 0.2, 0.1], [-0.4, 0.2, -0.2]], "lowdin_charge": [-0.112, -0.236, -0.268, 0.057, 0.076, 0.081, 0.067, 0.112, 0.114, 0.088, 0.089, 0.001, 0.018, -0.058, 0.044, -0.007, -0.074, 0.039, 0.040, -0.067, 0.005, 0.015, -0.075, 0.025, 0.021, -0.060, 0.059, 0.048, -0.047, 0.061, 0.002, -0.059], "de_lowest_kcal_mol": 32.89, "multiplicity": 1, "fmax_ev_per_a": 3.3, "smiles": "C/C=C/N.O.O.O.O.O.O.O", "energy_ev": -19273.6675, "homo_ev": -8.14}

---

Entry 5:
{"formula": "C3H22O9", "method": "ωB97M-V/def2-TZVPD", "species": ["C", "O", "C", "C", "H", "H", "H", "H", "H", "H", "H", "H", "O", "H", "H", "O", "H", "H", "O", "H", "H", "O", "H", "H", "O", "H", "H", "O", "H", "H", "O", "H", "H", "O"], "positions_angstrom": [[0.5862, -1.5999, 2.0312], [1.8648, -1.3910, 1.4310], [-0.5527, -1.4335, 1.0596], [-1.8054, -1.7681, 1.3242], [0.4741, -0.9249, 2.8815], [0.6082, -2.6174, 2.4164], [2.0462, -0.4205, 1.3966], [-0.2799, -1.0107, 0.0998], [-2.5967, -1.6249, 0.6011], [-2.1010, -2.2033, 2.2709], [2.2433, 2.6694, -1.6924], [1.5055, 1.2974, -1.6858], [1.5432, 2.1797, -1.2510], [-2.2230, -0.9423, -3.7128], [-1.6634, 0.4214, -3.2214], [-1.5372, -0.2863, -3.8765], [-0.9819, 1.7077, 2.2140], [-0.2956, 2.4967, 3.3436], [-0.2583, 1.6537, 2.8797], [-3.0603, 1.3332, 1.1044], [-1.8667, 1.6077, 0.1576], [-2.2505, 1.8462, 1.0271], [1.4567, -3.2610, -0.9905], [1.9689, -2.0095, -0.1993], [1.8925, -2.4119, -1.0981], [1.9210, 1.6803, 0.5136], [1.2835, 1.5025, 1.9256], [2.0884, 1.3067, 1.4011], [1.2730, -1.0928, -2.0295], [0.2670, -0.4999, -3.1193], [0.9634, -0.2632, -2.4676], [-0.8123, 2.1434, -1.6194], [-0.4699, 0.6508, -1.6083], [-1.2315, 1.2641, -1.5068]], "forces_ev_per_a": [[0.5, 0.0, -0.1], [-0.1, 0.0, -0.2], [0.0, 0.0, 0.2], [-0.1, 0.0, -0.1], [-0.1, 0.1, 0.0], [-0.1, -0.1, 0.1], [-0.1, 0.0, 0.1], [0.0, 0.1, -0.1], [0.0, 0.0, -0.1], [0.1, 0.0, 0.1], [0.0, 0.0, 0.0], [0.1, 0.3, -0.1], [-0.1, -0.3, -0.1], [0.0, 0.1, 0.0], [-0.3, -0.1, 0.0], [0.2, 0.0, 0.0], [0.0, -0.1, 0.2], [0.0, -0.1, 0.0], [-0.1, 0.1, -0.1], [0.1, 0.0, 0.0], [-0.2, -0.1, 0.1], [0.0, 0.1, -0.2], [0.0, 0.0, 0.1], [-0.1, -0.3, 0.1], [0.1, 0.3, -0.1], [0.1, 0.0, 0.2], [0.1, 0.0, 0.0], [-0.2, 0.0, -0.1], [-0.1, 0.0, -0.2], [0.4, 0.0, 0.2], [-0.4, -0.1, 0.0], [-0.2, -0.6, 0.1], [-0.1, 0.1, 0.1], [0.4, 0.5, -0.2]], "lowdin_charge": [-0.235, -0.116, -0.155, -0.001, 0.115, 0.121, 0.049, 0.084, 0.050, 0.063, 0.067, 0.021, -0.061, 0.056, 0.015, -0.056, 0.007, 0.059, -0.070, 0.059, 0.011, -0.060, 0.060, 0.022, -0.061, 0.015, 0.012, -0.068, 0.023, 0.042, -0.089, 0.080, 0.016, -0.076], "de_lowest_kcal_mol": 0.00, "multiplicity": 1, "fmax_ev_per_a": 0.7, "smiles": "C=CCO.O.O.O.O.O.O.O.O", "energy_ev": -21896.6214, "homo_ev": -9.78}

---

Entry 6:
{"formula": "C3H24N2O8", "method": "ωB97M-V/def2-TZVPD", "species": ["C", "C", "N", "C", "N", "H", "H", "H", "H", "H", "H", "H", "H", "H", "H", "O", "H", "H", "O", "H", "H", "O", "H", "H", "O", "H", "H", "O", "H", "H", "O", "H", "H", "O", "H", "H", "O"], "positions_angstrom": [[-0.6365, 3.2063, 0.7967], [-0.4996, 1.9222, 1.6358], [-1.6092, -0.4159, 2.8419], [-1.4330, -0.2679, 1.4835], [-0.9290, 0.7432, 0.9047], [-1.1838, 4.0006, 1.2886], [-1.1512, 2.9231, -0.1191], [0.3879, 3.4199, 0.5009], [-1.0946, 2.1094, 2.5468], [0.5164, 1.7329, 1.9960], [-1.3113, 0.2988, 3.4801], [-2.1308, -1.1699, 3.2478], [-1.3619, -1.2047, 0.9250], [1.3987, -2.9278, -0.5946], [-0.0532, -2.3970, -0.8762], [0.5527, -2.7357, -0.1823], [-0.1009, 2.9403, -1.5907], [0.4295, 2.2361, -2.7844], [-0.3629, 2.2706, -2.2330], [-2.0459, 0.9863, -0.9868], [-2.0018, 0.6205, -2.3877], [-2.4916, 0.3645, -1.5913], [2.0546, -0.6616, -0.8605], [3.3802, -1.0924, -0.3716], [2.6577, -1.4121, -0.9336], [-0.3386, -1.3170, -3.9362], [0.9715, -1.7672, -3.5344], [0.5618, -1.3332, -4.2935], [0.9229, -2.0672, 1.3213], [0.5951, -1.1962, 2.5034], [1.3091, -1.7765, 2.1952], [3.7469, 0.2157, 2.2802], [2.5747, -0.6346, 1.6846], [3.2546, 0.0439, 1.4786], [-1.5576, -1.0582, -1.8517], [-1.8173, -2.6543, -1.8882], [-1.2037, -1.9450, -2.0952]], "forces_ev_per_a": [[0.7, -1.4, -0.5], [-1.3, 0.1, 0.9], [0.0, 0.0, 0.1], [1.6, -0.1, 0.6], [0.0, 0.3, -0.5], [0.3, 0.2, 0.1], [-0.4, 0.2, 0.2], [0.0, 1.0, 0.0], [0.0, -0.3, 0.0], [0.1, 0.2, -0.2], [-0.2, 0.2, -0.1], [0.0, -0.2, -0.2], [-1.1, 0.1, -0.1], [0.2, 0.3, -0.1], [0.4, -0.1, 0.0], [-0.9, -0.5, 0.2], [-0.3, -0.1, 0.1], [-0.2, -0.3, -0.2], [0.6, 0.3, -0.2], [-0.1, -0.5, 0.5], [-0.4, 0.2, -0.3], [0.6, 0.5, -0.4], [-0.2, -0.2, -0.1], [0.1, -0.2, 0.0], [0.6, 0.6, -0.1], [-0.1, 0.0, -0.4], [0.5, 0.0, -0.2], [-0.3, 0.0, 0.6], [0.6, -0.2, 0.3], [0.3, -0.2, 0.3], [-0.8, 0.3, -0.5], [0.0, -0.1, 0.2], [0.1, 0.0, 0.4], [-0.1, 0.1, -0.5], [-0.6, -0.6, 0.4], [-0.4, 0.4, 0.0], [0.7, 0.0, -0.2]], "lowdin_charge": [-0.074, -0.275, 0.102, -0.289, 0.007, 0.075, 0.038, 0.073, 0.097, 0.113, 0.080, 0.097, 0.118, 0.039, 0.004, -0.085, 0.012, 0.059, -0.048, 0.012, 0.040, -0.067, 0.047, 0.034, -0.063, 0.002, 0.017, -0.071, 0.008, 0.013, -0.085, 0.034, -0.009, -0.086, 0.017, 0.077, -0.064], "de_lowest_kcal_mol": 9.12, "multiplicity": 1, "fmax_ev_per_a": 1.7, "smiles": "CC/N=C\\N.O.O.O.O.O.O.O.O", "energy_ev": -22860.8917, "homo_ev": -9.72}

---

Entry 7:
{"formula": "C3H24O10S", "method": "ωB97M-V/def2-TZVPD", "species": ["C", "O", "C", "C", "S", "H", "H", "H", "H", "H", "H", "H", "H", "O", "H", "H", "O", "H", "H", "O", "H", "H", "O", "H", "H", "O", "H", "H", "O", "H", "H", "O", "H", "H", "O", "H", "H", "O"], "positions_angstrom": [[-0.1761, 0.7077, -0.4692], [-0.1635, 0.9014, 0.8802], [0.2678, -0.7119, -0.8609], [-0.1263, -1.0520, -2.2929], [-0.2503, -2.8711, -2.5365], [-1.1665, 0.9268, -0.8260], [0.5019, 1.5000, -0.9466], [-0.2048, -1.3687, -0.1642], [1.3596, -0.7921, -0.7521], [0.6766, -0.6759, -3.0622], [-1.1194, -0.6353, -2.6360], [-0.7415, 1.4522, -3.2126], [-0.0471, 2.5393, -2.4232], [-0.4653, 2.3360, -3.3045], [-1.3894, -3.1887, -0.1645], [-2.5463, -2.2907, 0.3464], [-1.9198, -2.9934, 0.6410], [3.1049, -1.3355, 0.1637], [2.7920, -0.5386, 1.4419], [3.5553, -0.7135, 0.7556], [0.6264, 2.4654, 1.0500], [1.9918, 2.7476, 0.6563], [1.1815, 3.2213, 0.8536], [-2.6964, -0.7290, -0.8978], [-3.0319, -0.2248, 0.5058], [-3.3295, -0.8587, -0.1782], [-1.1754, -1.8733, 1.7826], [-0.6312, -0.4435, 1.7652], [-0.9010, -1.1826, 2.3621], [0.9984, 0.3877, 1.7598], [0.9672, -0.8550, 2.6677], [1.6178, -0.1848, 2.4009], [3.4172, 0.9548, 0.2343], [2.3963, 1.5349, -0.8096], [3.1724, 1.7475, -0.2342], [-2.3301, 0.0951, 2.3838], [-1.6487, 1.1349, 1.3758], [-2.5664, 0.8666, 1.7446]], "forces_ev_per_a": [[1.6, 0.4, -0.4], [0.3, 0.4, 1.3], [0.0, 1.6, -1.0], [0.8, -0.3, -1.8], [-0.1, -0.1, 0.1], [-0.8, 0.0, -0.7], [-0.6, -0.8, 0.1], [-0.2, -0.6, 0.3], [-0.4, -0.1, 0.0], [-1.4, -0.3, 1.4], [0.8, 0.0, 0.6], [-0.5, -1.9, 0.2], [-0.7, -0.3, -1.3], [1.2, 2.3, 1.0], [-0.2, 0.1, 0.1], [0.1, -0.4, 0.0], [0.1, -0.3, -0.4], [0.3, 0.2, 0.0], [0.9, -0.3, -0.4], [-1.0, -0.3, 0.7], [-1.1, -0.6, 0.2], [0.8, 0.2, -0.2], [0.1, 1.1, 0.1], [-0.1, -0.1, -0.1], [-0.1, 0.5, 0.4], [-0.1, -0.2, -0.6], [-0.5, -1.6, -1.0], [-0.1, -0.1, -0.1], [0.5, 1.1, 1.6], [0.9, -0.7, 0.7], [0.2, -0.1, 0.0], [-0.7, 0.9, -0.6], [0.1, -1.4, 0.2], [1.1, -0.1, 0.8], [-0.9, 1.4, -1.4], [-0.3, 1.8, -1.5], [-0.6, -0.5, 0.5], [0.4, -1.1, 1.2]], "lowdin_charge": [-0.360, -0.349, -0.275, -0.771, 0.131, 0.096, 0.089, 0.055, 0.090, 0.069, 0.031, -0.035, 0.045, -0.070, -0.029, -0.003, -0.133, 0.031, 0.015, -0.139, -0.029, -0.035, -0.097, 0.034, -0.005, -0.071, -0.026, -0.006, -0.092, 0.051, 0.026, -0.121, -0.021, 0.048, -0.075, 0.070, 0.022, -0.158], "de_lowest_kcal_mol": 0.00, "multiplicity": 1, "fmax_ev_per_a": 2.8, "energy_ev": -34812.9229, "homo_ev": -0.94, "total_charge": -2}